# 1
Formula: C3H2Br2NO2
Source: OMol25
Level of theory: the ωB97M-V functional and the def2-TZVPD basis

The value obtained for the electronic energy is -148812.03849 eV. Its net charge is -1. The value obtained for the largest force on an atom is 0.051 hartree/bohr. The multiplicity is 1. Its LUMO energy (spin up / spin down) is 3.14 / 3.14 eV.

Positions of all 10 atoms, in Å:
C (-0.0275, 0.3971, 0.7848)
C (0.6727, 0.3172, 2.3507)
C (0.2565, -0.6599, -1.6051)
N (-1.1304, 0.7486, 0.5387)
O (1.1545, 1.4032, 2.6181)
O (0.3768, -0.7473, 2.7913)
Br (-1.4154, -0.0258, -2.5486)
Br (1.6972, -0.6098, -2.9334)
H (-0.0231, -1.6723, -1.5203)
H (-1.5612, 0.8490, -0.4762)

How positive or negative is each atom? The Löwdin charges in e answer that: 0.001 -0.715 -1.059 0.100 0.027 0.059 0.382 0.337 -0.120 -0.012


# 2
Formula: C27H18Cl4GeN6O4SV
Source: OMol25
Level of theory: the ωB97M-V functional and the def2-TZVPD basis

The value obtained for the electronic energy is -188552.52971 eV. Its net charge is +1. The value obtained for the largest force on an atom is 0.043 hartree/bohr. The multiplicity is 3. Its LUMO energy (spin up / spin down) is -3.98 / -3.92 eV.

Positions of all 62 atoms, in Å:
V (-0.0799, 0.7728, 0.5388)
C (-0.7751, 1.3545, 4.7550)
C (-0.9888, 1.1582, 3.3900)
N (0.0013, 0.9314, 2.5405)
C (1.2703, 0.8862, 3.0159)
C (1.5778, 1.0821, 4.3707)
C (0.5055, 1.3212, 5.2474)
C (2.9448, 1.0351, 4.7903)
C (3.9395, 0.8242, 3.9011)
C (3.6588, 0.6463, 2.5098)
C (4.6563, 0.4862, 1.5341)
C (4.2911, 0.3893, 0.2140)
C (2.9370, 0.4086, -0.1231)
N (1.9722, 0.5012, 0.7764)
C (2.3232, 0.6575, 2.0745)
H (-1.6210, 1.5365, 5.4017)
H (-1.9949, 1.1755, 2.9902)
H (0.6977, 1.4780, 6.3013)
H (3.1638, 1.1829, 5.8399)
H (4.9715, 0.7988, 4.2263)
H (5.6976, 0.4595, 1.8286)
H (5.0333, 0.3004, -0.5662)
H (2.6394, 0.3574, -1.1619)
O (0.4918, 4.7269, -3.5241)
C (0.4115, 3.5771, -4.1607)
O (0.4552, 3.4797, -5.3556)
C (0.2548, 2.3500, -3.3091)
C (0.1189, 1.0560, -3.7874)
Cl (0.0961, 0.5058, -5.3767)
N (0.0551, 0.2110, -2.7256)
N (0.1536, 0.9041, -1.5703)
C (0.2638, 2.1913, -1.9224)
C (0.3446, 3.1587, -0.7877)
O (0.4469, 4.3545, -0.9587)
O (0.3040, 2.5364, 0.3468)
C (-0.0576, -1.2113, -2.8156)
C (0.9145, -2.0340, -2.2647)
C (0.8267, -3.4047, -2.4427)
C (-0.2121, -3.9488, -3.1849)
C (-1.1895, -3.1224, -3.7187)
C (-1.1212, -1.7505, -3.5308)
H (0.4397, 4.6575, -2.5410)
H (1.7345, -1.6130, -1.7032)
H (1.5783, -4.0473, -2.0045)
H (-0.2475, -5.0161, -3.3577)
H (-2.0010, -3.5426, -4.2981)
H (-1.8827, -1.0975, -3.9375)
S (-0.4392, -1.5044, 0.7494)
C (-2.0418, -2.1246, 0.6951)
N (-2.7690, -2.0723, -0.4429)
C (-4.0074, -2.5843, -0.5241)
C (-4.5314, -3.2385, 0.5522)
C (-3.7239, -3.3028, 1.6914)
N (-2.5174, -2.7694, 1.7542)
H (-2.4180, -1.5194, -1.2194)
H (-4.5321, -2.4451, -1.4586)
H (-5.5221, -3.6636, 0.5250)
H (-4.0719, -3.7993, 2.5901)
Cl (-2.9114, 3.5052, 0.1928)
Ge (-2.3970, 1.4239, 0.1328)
Cl (-4.0694, 0.5226, 1.2710)
Cl (-3.0479, 0.9071, -1.9733)

How positive or negative is each atom? The Löwdin charges in e answer that: 0.416 0.004 -0.067 -0.033 -0.122 -0.116 0.038 0.007 0.005 -0.117 0.034 -0.004 -0.079 0.018 -0.123 0.124 0.071 0.133 0.128 0.127 0.133 0.122 0.111 0.155 -0.494 0.106 -0.025 -0.568 0.892 -0.053 0.005 -0.137 -0.532 0.129 -0.177 -0.248 -0.043 -0.057 -0.059 -0.061 -0.079 0.059 0.095 0.116 0.114 0.115 0.096 0.746 -0.737 0.090 -0.034 -0.004 -0.067 0.097 0.068 0.149 0.122 0.130 0.180 -0.148 0.112 0.138


# 3
Formula: C2H3ClN2O3S
Source: OMol25
Level of theory: the ωB97M-V functional and the def2-TZVPD basis

The value obtained for the electronic energy is -34597.76582 eV. The value obtained for the largest force on an atom is 0.026 hartree/bohr. The multiplicity is 1. Its LUMO energy (spin up / spin down) is -1.73 / -3.27 eV.

Positions of all 12 atoms, in Å:
C (0.2484, 0.1993, -0.7891)
C (1.1098, -0.9641, -0.4819)
N (-0.5386, 0.6323, 0.2064)
N (-1.9265, -2.6319, 0.7330)
O (-1.3814, -1.7723, 1.4021)
O (0.3717, 0.7271, -1.8781)
O (-2.9984, -3.1283, 0.9533)
S (-1.0743, -3.1661, -0.6498)
Cl (1.6788, -1.2707, 1.0356)
H (1.5941, -1.4539, -1.3177)
H (-0.7363, 0.0362, 1.0028)
H (-1.1477, 1.4152, 0.0281)

How positive or negative is each atom? The Löwdin charges in e answer that: -0.658 -0.511 0.167 -0.846 -0.089 0.064 0.015 0.823 0.777 0.074 0.059 0.125


# 4
Formula: C36H99AsF6N9O9
Source: OMol25
Level of theory: the ωB97M-V functional and the def2-TZVPD basis

The value obtained for the electronic energy is -147922.02153 eV. Its net charge is -1. The value obtained for the largest force on an atom is 0.046 hartree/bohr. The multiplicity is 1. Its LUMO energy is 2.30 eV.

Positions of all 160 atoms, in Å:
As (-0.6082, -0.1410, -0.0293)
F (0.9960, 0.2193, -0.6009)
F (0.0243, -0.3639, 1.5791)
F (-2.2058, -0.4899, 0.5576)
F (-1.1816, 0.1180, -1.6651)
F (-0.3122, -1.8143, -0.3785)
F (-0.8780, 1.5535, 0.2691)
C (2.7485, 2.5050, 1.3776)
C (4.1709, 2.8702, 1.7896)
C (5.0776, 1.6823, 1.5898)
O (6.3432, 1.9501, 2.1664)
C (7.2506, 0.9044, 1.9680)
N (4.5966, 3.9849, 0.9368)
H (2.3632, 1.7054, 2.0125)
H (2.7527, 2.1329, 0.3513)
H (2.0851, 3.3702, 1.4048)
H (4.2278, 3.1894, 2.8385)
H (5.2015, 1.4903, 0.5128)
H (4.6706, 0.7593, 2.0248)
H (8.1779, 1.1455, 2.4911)
H (7.4981, 0.7144, 0.9176)
H (6.8946, -0.0235, 2.4358)
H (3.9007, 4.7184, 0.9423)
H (5.4845, 4.3910, 1.1989)
C (-0.7658, -4.8899, 1.5501)
C (-1.9125, -3.9097, 1.7743)
C (-3.1697, -4.6006, 2.2926)
O (-3.3642, -5.8164, 1.5767)
C (-4.5997, -6.4035, 1.8489)
N (-1.5059, -2.9219, 2.7873)
H (-0.5900, -5.4415, 2.4784)
H (0.1365, -4.3740, 1.2240)
H (-1.0206, -5.6273, 0.7878)
H (-2.0374, -3.3895, 0.8169)
H (-4.0126, -3.9548, 2.0074)
H (-3.0811, -4.8001, 3.3615)
H (-4.7214, -6.6570, 2.9099)
H (-4.7102, -7.3427, 1.3037)
H (-5.4245, -5.7578, 1.5197)
H (-2.2142, -2.1998, 2.6701)
H (-0.6183, -2.4502, 2.6678)
C (-5.8072, -0.4249, -1.9558)
C (-4.6412, -1.0213, -2.7526)
C (-3.9727, -2.1739, -2.0286)
O (-4.9537, -3.1685, -1.7996)
C (-4.4474, -4.3463, -1.2139)
N (-5.0972, -1.4585, -4.0946)
H (-6.3206, 0.3176, -2.5602)
H (-5.4613, -0.0094, -1.0057)
H (-6.4606, -1.2434, -1.6420)
H (-3.9130, -0.2322, -2.9588)
H (-3.6962, -1.7103, -1.0671)
H (-3.0353, -2.5280, -2.4605)
H (-5.1898, -4.6567, -0.4728)
H (-3.4526, -4.2277, -0.7875)
H (-4.4072, -5.2051, -1.8991)
H (-5.6400, -2.3134, -3.9784)
H (-5.8051, -0.8013, -4.4121)
C (-1.1079, -0.8547, 6.5041)
C (-1.6637, 0.5609, 6.6235)
C (-1.4698, 1.3632, 5.3318)
O (-0.1169, 1.4962, 4.9984)
C (0.0661, 2.4386, 3.9487)
N (-3.0582, 0.4942, 7.0670)
H (-1.5630, -1.4208, 5.6878)
H (-1.3600, -1.4148, 7.4095)
H (-0.0230, -0.8766, 6.4367)
H (-1.1234, 1.0620, 7.4325)
H (-1.9797, 2.3283, 5.4890)
H (-2.0638, 0.8858, 4.5346)
H (-0.0677, 1.9286, 2.9874)
H (1.0337, 2.9214, 4.0457)
H (-0.7291, 3.1943, 3.9557)
H (-3.6611, 0.1222, 6.3338)
H (-3.3833, 1.4606, 7.1233)
C (3.3830, -1.9750, 4.8863)
C (2.7397, -1.1636, 3.7789)
C (3.1218, -1.5171, 2.3554)
O (4.5278, -1.7344, 2.3372)
C (5.0534, -1.9062, 1.0471)
N (1.2774, -1.1902, 3.9071)
H (2.9524, -1.8238, 5.8748)
H (4.4198, -1.6365, 4.9969)
H (3.4396, -3.0375, 4.6411)
H (3.0669, -0.1183, 3.9350)
H (2.7956, -0.7519, 1.6424)
H (2.6418, -2.4654, 2.0673)
H (4.5262, -2.6563, 0.4455)
H (6.0720, -2.2882, 1.1643)
H (5.1544, -0.9772, 0.4785)
H (0.8458, -0.7652, 3.0889)
H (0.9486, -0.5882, 4.6527)
C (-1.8606, 5.6928, -2.1659)
C (-1.9837, 4.5763, -3.2572)
C (-0.9647, 3.4972, -2.9850)
O (0.3491, 3.9953, -3.2042)
C (1.3131, 3.0935, -2.7168)
N (-3.3218, 3.9911, -3.1945)
H (-2.5187, 6.5345, -2.3708)
H (-0.8190, 6.0304, -2.1256)
H (-2.0715, 5.2375, -1.1946)
H (-1.7609, 5.1319, -4.1714)
H (-1.1238, 2.6770, -3.6972)
H (-1.0340, 3.1168, -1.9606)
H (2.3154, 3.5193, -2.8046)
H (1.2532, 2.1411, -3.2509)
H (1.2124, 2.9699, -1.6298)
H (-3.3931, 3.5867, -2.2529)
H (-4.0379, 4.7095, -3.1913)
C (0.9812, -0.7241, -4.2552)
C (-0.2716, -0.5932, -5.1103)
C (-0.0801, -1.1653, -6.5120)
O (-1.1713, -0.7266, -7.3117)
C (-0.9652, -1.0477, -8.6784)
N (-1.4742, -1.1363, -4.4338)
H (1.3979, -1.7168, -4.0613)
H (0.7229, -0.2880, -3.2860)
H (1.8101, -0.1258, -4.6500)
H (-0.3881, 0.4759, -5.3229)
H (-0.0740, -2.2667, -6.4850)
H (0.8715, -0.8322, -6.9405)
H (-1.3481, -2.0457, -8.9131)
H (0.0942, -0.9842, -8.9407)
H (-1.5168, -0.3124, -9.2648)
H (-1.3228, -0.7811, -3.4847)
H (-1.1472, -2.0993, -4.2819)
C (8.0479, -1.2790, -4.1655)
C (7.4185, -0.8191, -2.8665)
C (5.8952, -0.7164, -3.0386)
O (5.3721, -0.1179, -1.8853)
C (3.9771, 0.0973, -1.9002)
N (7.7275, -1.7117, -1.7385)
H (9.1222, -1.1026, -4.1824)
H (7.6101, -0.6860, -4.9765)
H (7.8300, -2.3011, -4.4834)
H (7.7385, 0.1920, -2.6043)
H (5.5171, -1.7375, -3.2160)
H (5.5987, -0.1350, -3.9246)
H (3.4288, -0.7875, -2.2336)
H (3.7039, 0.9726, -2.4998)
H (3.6816, 0.3244, -0.8766)
H (7.0761, -1.4761, -0.9946)
H (7.4854, -2.6554, -2.0292)
C (-5.7127, 2.4229, 0.5664)
C (-4.2900, 2.8887, 0.7420)
C (-3.6083, 2.3528, 2.0034)
O (-4.2143, 2.7734, 3.2077)
C (-4.1917, 4.1730, 3.4120)
N (-3.4828, 2.5956, -0.4681)
H (-5.8337, 1.3677, 0.8288)
H (-6.1099, 2.5526, -0.4416)
H (-6.4309, 2.9603, 1.1939)
H (-4.2999, 3.9847, 0.7723)
H (-2.5381, 2.5975, 1.9699)
H (-3.6624, 1.2613, 1.9846)
H (-4.9712, 4.6482, 2.8076)
H (-3.2040, 4.5545, 3.1331)
H (-4.4186, 4.3907, 4.4534)
H (-2.5124, 2.7727, -0.2245)
H (-3.4834, 1.5843, -0.6075)

Atomic partial charges in e from the Löwdin method, atoms 1 to 99: 0.755 -0.250 -0.258 -0.243 -0.255 -0.238 -0.254 -0.057 -0.424 -0.209 -0.170 -0.118 0.039 0.063 0.062 0.081 0.137 0.122 0.110 0.085 0.087 0.084 0.062 0.067 -0.057 -0.443 -0.189 -0.213 -0.141 0.050 0.082 0.070 0.070 0.105 0.125 0.127 0.087 0.086 0.075 0.063 0.032 -0.057 -0.420 -0.207 -0.185 -0.092 0.037 0.074 0.050 0.077 0.123 0.109 0.119 0.075 0.075 0.089 0.059 0.055 -0.061 -0.439 -0.232 -0.180 -0.086 0.030 0.077 0.074 0.059 0.137 0.116 0.132 0.071 0.085 0.077 0.073 0.064 -0.058 -0.431 -0.193 -0.201 -0.127 0.063 0.071 0.072 0.080 0.131 0.111 0.135 0.098 0.088 0.053 0.022 0.037 -0.065 -0.422 -0.212 -0.187 -0.111 0.030 0.064